1.
Here is 6 unconnected molecules or ions with the total composition C21H59N5O6 at a distorted geometry from OMol25. Energies are from ωB97M-V/def2-TZVPD.

Calculated values
HOMO energy	-8.9	eV
HOMO-LUMO gap	9.6	eV
charge	0
SMILES string	COC[C@H](C)N.COC[C@H](C)N.COC[C@H](C)N.COC[C@H](C)N.COC[C@H](C)N.CO
lowest unoccupied orbital energy	0.024	hartree
calculated total energy	-42464.795	eV

CARTESIAN COORDINATES (ANGSTROEM)
C  11.710  12.859  10.809
O  12.721  11.915  10.731
H  10.845  12.556  10.093
H  11.300  12.935  11.789
H  12.125  13.844  10.546
H  12.464  11.008  10.483
C  12.743  11.973  6.740
C  13.450  13.324  6.588
C  14.292  13.562  7.820
O  15.003  14.733  7.641
C  16.083  14.953  8.488
N  14.364  13.225  5.399
H  12.162  11.742  5.802
H  12.023  11.933  7.570
H  13.501  11.217  6.819
H  12.782  14.142  6.405
H  14.954  12.641  7.875
H  13.639  13.546  8.634
H  16.607  15.875  8.046
H  16.750  14.120  8.513
H  15.680  15.189  9.489
H  14.693  14.169  5.279
H  13.802  12.950  4.581
C  15.054  8.516  13.674
C  15.372  8.839  12.204
C  15.075  10.242  11.863
O  16.012  11.187  12.448
C  15.319  12.103  13.282
N  16.694  8.284  11.873
H  15.327  7.503  13.841
H  13.944  8.551  13.743
H  15.520  9.207  14.450
H  14.578  8.318  11.635
H  14.053  10.494  12.199
H  15.153  10.374  10.754
H  14.659  11.672  14.071
H  14.643  12.765  12.683
H  16.085  12.733  13.737
H  17.392  8.336  12.634
H  17.108  8.872  11.220
C  11.660  10.739  14.539
C  12.009  11.796  15.570
C  11.529  13.162  14.951
O  12.261  14.121  15.631
C  11.860  15.408  15.211
N  11.478  11.430  16.839
H  11.922  9.723  14.831
H  12.206  10.906  13.617
H  10.542  10.714  14.359
H  13.104  11.854  15.641
H  10.418  13.278  15.085
H  11.769  13.075  13.874
H  11.987  15.481  14.118
H  12.424  16.258  15.678
H  10.745  15.581  15.369
H  10.486  11.307  16.838
H  11.753  12.035  17.633
C  9.951  8.976  11.415
C  10.525  8.816  10.049
C  10.010  9.739  8.979
O  8.588  9.577  8.966
C  7.962  10.355  8.004
N  12.009  9.163  10.108
H  10.172  8.203  12.196
H  8.889  8.899  11.407
H  10.393  9.955  11.731
H  10.372  7.815  9.688
H  10.501  9.411  7.987
H  10.409  10.785  9.158
H  7.907  11.400  8.309
H  6.949  10.027  7.814
H  8.526  10.314  6.998
H  12.384  8.928  11.030
H  12.500  8.705  9.334
C  15.185  6.893  8.854
C  14.789  8.037  7.865
C  15.915  8.223  6.761
O  17.001  8.843  7.389
C  17.153  10.278  7.155
N  13.478  7.793  7.277
H  16.187  7.110  9.274
H  15.253  5.955  8.282
H  14.469  6.865  9.698
H  14.713  8.960  8.401
H  15.420  8.802  5.901
H  16.228  7.268  6.404
H  17.225  10.526  6.140
H  18.016  10.525  7.750
H  16.250  10.794  7.433
H  13.612  7.189  6.467
H  12.972  8.632  6.974



2.
Here is 11 unconnected molecules or ions with the total composition C21H60N3O22S4 at a distorted geometry from OMol25. Energies are from ωB97M-V/def2-TZVPD.

Calculated values
HOMO energy	-5.1	eV
HOMO-LUMO gap	6.6	eV
charge	-1
lowest unoccupied orbital energy	0.055	hartree
calculated total energy	-115594.061	eV

CARTESIAN COORDINATES (ANGSTROEM)
C  -5.830  0.538  19.456
C  -6.198  1.377  18.251
C  -5.090  1.221  17.159
O  -7.541  1.150  17.795
H  -5.747  -0.517  19.193
H  -6.549  0.586  20.274
H  -4.907  0.830  19.957
H  -6.100  2.427  18.527
H  -5.220  0.321  16.559
H  -4.056  1.185  17.502
H  -5.193  2.005  16.408
C  -9.866  -1.368  19.114
O  -9.801  0.029  18.848
H  -10.872  -1.551  19.494
H  -9.666  -2.101  18.333
H  -9.235  -1.607  19.970
H  -8.866  0.216  18.738
C  -7.120  3.937  15.237
O  -8.083  3.030  15.717
H  -7.592  4.587  14.500
H  -6.793  4.566  16.064
H  -6.257  3.408  14.831
H  -7.688  2.464  16.384
C  -6.843  -2.155  16.046
O  -8.004  -1.504  16.445
H  -6.460  -1.685  15.140
H  -6.052  -1.999  16.778
H  -7.085  -3.190  15.806
H  -7.832  -0.684  16.916
O  -11.669  4.146  20.065
S  -10.740  4.261  18.952
O  -10.991  3.546  17.693
O  -10.447  5.915  18.512
C  -9.949  6.250  17.218
C  -11.099  6.269  16.127
C  -8.969  3.906  19.473
H  -9.148  5.542  17.006
H  -9.468  7.220  17.343
H  -10.754  6.767  15.221
H  -11.924  6.881  16.491
H  -11.432  5.267  15.857
H  -8.991  3.006  20.089
H  -8.524  4.716  20.050
H  -8.468  3.672  18.534
O  -0.795  1.407  22.393
S  -0.540  1.098  20.979
O  0.621  1.674  20.384
O  -0.623  -0.512  20.784
C  -1.712  -1.214  21.358
C  -1.174  -2.635  21.669
C  -1.977  1.687  19.890
H  -2.565  -1.291  20.684
H  -2.140  -0.716  22.228
H  -0.613  -3.027  20.821
H  -2.112  -3.188  21.720
H  -0.539  -2.691  22.553
H  -2.035  2.775  19.906
H  -2.868  1.173  20.249
H  -1.745  1.302  18.897
O  -0.699  -0.157  16.955
S  -1.493  -1.366  16.738
O  -2.688  -1.637  17.556
O  -1.909  -1.399  15.141
C  -3.046  -2.184  14.759
C  -3.064  -2.229  13.205
C  -0.390  -2.894  16.824
H  -3.929  -1.675  15.147
H  -3.049  -3.166  15.232
H  -2.242  -2.808  12.783
H  -3.024  -1.215  12.809
H  -3.956  -2.732  12.830
H  -0.129  -3.078  17.867
H  0.556  -2.734  16.306
H  -0.920  -3.690  16.301
O  0.610  2.984  11.024
S  0.111  1.894  11.819
O  1.055  0.858  12.329
O  -0.746  2.537  13.060
C  -1.251  1.717  14.122
C  -2.697  2.069  14.451
C  -1.257  0.943  10.960
H  -0.536  1.925  14.919
H  -1.072  0.646  14.025
H  -2.661  3.148  14.599
H  -2.981  1.602  15.394
H  -3.393  1.832  13.646
H  -1.881  1.746  10.566
H  -1.822  0.358  11.686
H  -0.761  0.215  10.318
C  -6.988  -1.401  22.822
N  -5.471  -1.575  23.038
O  -4.805  -1.882  22.041
O  -5.132  -1.662  24.220
H  -7.491  -1.496  23.784
H  -7.384  -2.194  22.188
H  -7.049  -0.393  22.412
C  -5.037  4.205  20.428
N  -5.257  5.198  19.294
O  -4.298  5.540  18.613
O  -6.446  5.604  19.169
H  -5.956  3.622  20.481
H  -4.910  4.868  21.284
H  -4.177  3.557  20.261
C  -3.648  3.150  23.975
N  -4.082  1.811  23.490
O  -3.597  0.780  23.993
O  -4.805  1.826  22.520
H  -3.947  4.011  23.378
H  -2.564  3.228  24.060
H  -4.026  3.220  24.995



3.
Here is 7 unconnected molecules or ions with the total composition C21H60N4O8 at a distorted geometry from OMol25. Energies are from ωB97M-V/def2-TZVPD.

Calculated values
HOMO energy	-8.3	eV
HOMO-LUMO gap	8.5	eV
charge	0
SMILES string	COC[C@H](C)N.COC[C@H](C)N.COC[C@H](C)N.COCCNCCOC.CO.CO.CO
lowest unoccupied orbital energy	0.007	hartree
calculated total energy	-45081.503	eV

CARTESIAN COORDINATES (ANGSTROEM)
C  -15.921  -5.560  -0.486
O  -15.874  -6.857  0.128
H  -15.554  -5.634  -1.510
H  -16.932  -5.153  -0.504
H  -15.163  -4.864  -0.127
H  -16.716  -7.073  0.536
C  -20.773  0.794  2.756
O  -20.111  1.450  1.658
H  -21.174  1.541  3.441
H  -21.608  0.137  2.511
H  -20.027  0.193  3.277
H  -19.490  2.088  2.017
C  -19.791  -0.482  -2.644
O  -20.988  0.042  -2.116
H  -19.608  -1.538  -2.449
H  -19.480  -0.192  -3.648
H  -18.976  0.013  -2.115
H  -20.794  0.308  -1.214
C  -29.172  -0.568  -15.385
O  -27.812  -0.926  -15.292
C  -27.501  -1.872  -14.290
C  -25.925  -1.798  -14.091
N  -25.500  -0.794  -13.074
C  -24.134  -0.877  -12.444
C  -23.895  -2.039  -11.509
O  -24.521  -1.806  -10.203
C  -23.726  -1.021  -9.254
H  -29.450  -0.156  -14.414
H  -29.877  -1.271  -15.828
H  -29.310  0.324  -15.996
H  -27.780  -2.852  -14.677
H  -27.905  -1.647  -13.303
H  -25.358  -1.599  -15.000
H  -25.679  -2.786  -13.702
H  -26.230  -0.604  -12.401
H  -24.119  0.002  -11.801
H  -23.471  -0.766  -13.303
H  -22.820  -2.205  -11.437
H  -24.223  -2.993  -11.923
H  -23.293  -0.139  -9.727
H  -22.917  -1.684  -8.947
H  -24.163  -0.700  -8.309
C  -9.721  0.654  -6.974
C  -11.078  0.140  -7.596
C  -12.145  -0.073  -6.521
O  -12.391  1.144  -5.695
C  -13.559  0.988  -4.877
N  -11.333  1.163  -8.596
H  -9.342  -0.143  -6.335
H  -9.814  1.512  -6.308
H  -8.940  0.769  -7.727
H  -10.882  -0.851  -8.004
H  -11.642  -0.754  -5.835
H  -13.031  -0.482  -7.008
H  -13.746  1.740  -4.111
H  -13.505  0.053  -4.318
H  -14.500  0.973  -5.426
H  -12.253  1.092  -9.007
H  -11.327  2.125  -8.287
C  -14.157  -6.848  -8.214
C  -14.734  -6.468  -6.845
C  -15.973  -7.352  -6.371
O  -16.788  -6.545  -5.535
C  -17.675  -5.563  -6.027
N  -13.642  -6.241  -5.992
H  -13.319  -6.288  -8.629
H  -14.792  -6.567  -9.054
H  -13.832  -7.886  -8.289
H  -15.040  -5.424  -6.912
H  -15.531  -8.132  -5.751
H  -16.570  -7.662  -7.229
H  -17.210  -4.577  -6.043
H  -18.611  -5.356  -5.508
H  -18.096  -5.716  -7.020
H  -13.548  -7.101  -5.470
H  -13.798  -5.493  -5.331
C  -21.452  6.742  -0.949
C  -22.262  7.990  -0.730
C  -21.890  9.276  -1.458
O  -20.621  9.798  -0.972
C  -19.911  10.635  -1.832
N  -23.600  7.654  -1.261
H  -21.436  6.459  -2.002
H  -21.889  5.833  -0.535
H  -20.411  6.887  -0.663
H  -22.366  8.214  0.332
H  -22.620  10.053  -1.229
H  -22.040  9.129  -2.528
H  -19.628  10.216  -2.797
H  -18.931  10.964  -1.487
H  -20.601  11.452  -2.046
H  -23.652  6.646  -1.234
H  -24.184  7.849  -0.460